The following is a quantum chemistry calculation of a structure of composition Cl2H8O4Zn in a non-equilibrium geometry, from the OMol25 dataset.

Computed properties:
HOMO (eV): -8.627
Energy relative to the best compared isomer or geometry (same formula, charge and spin) (kcal/mol): 0.0
Gap between HOMO and LUMO (eV): 8.055
Total energy (Ha): -3005.5742

CARTESIAN COORDINATES (ANGSTROEM)
Zn 0.284 0.538 -0.190
Cl 1.070 1.208 -2.315
Cl 1.233 2.105 1.319
O -1.610 1.534 -0.037
H -2.453 1.087 0.077
H -1.769 2.475 0.084
O 1.898 -0.880 -0.103
H 1.799 -1.828 -0.239
H 2.784 -0.737 0.244
O -0.327 -0.507 1.607
H 0.006 -1.401 1.735
H -0.127 -0.034 2.426
O -0.822 -0.928 -1.280
H -1.259 -1.764 -1.091
H -0.706 -0.868 -2.239

Forces on the atoms, in the same order (eV/Å):
Zn 1.0 1.6 -0.3
Cl -0.4 -0.2 0.3
Cl -0.2 -0.4 -0.1
O -0.5 0.0 0.0
H 0.0 0.0 0.0
H 0.3 0.1 0.0
O 0.2 -0.7 0.2
H 0.1 0.0 -0.2
H 0.0 0.3 0.0
O -0.6 -0.7 0.2
H 0.1 0.0 0.0
H 0.2 0.4 -0.2
O -0.4 -0.7 0.0
H -0.1 0.0 0.0
H 0.3 0.3 0.0

---

The following is a quantum chemistry calculation of a cluster of 2 separate species, Cl2HN3 in total in a non-equilibrium geometry, from the OMol25 dataset.

Computed properties:
HOMO (alpha / beta) (eV): -9.676 / -8.027
Energy relative to the best compared isomer or geometry (same formula, charge and spin) (kcal/mol): 25.1
Gap between HOMO and LUMO (alpha / beta) (eV): 9.688 / 6.414
Total energy (Ha): -1085.0713

CARTESIAN COORDINATES (ANGSTROEM)
N -1.735 -0.416 -0.072
N -1.196 -1.262 0.458
N 1.346 0.263 0.610
Cl 2.432 -0.487 -0.464
Cl 0.420 1.403 -0.164
H -1.267 0.498 -0.368

Forces on the atoms, in the same order (eV/Å):
N -1.4 -0.4 -0.3
N 0.9 -0.2 0.4
N -0.2 -0.5 0.5
Cl 0.0 -0.1 -0.2
Cl 0.2 0.8 -0.3
H 0.5 0.4 -0.1

---

The following is a quantum chemistry calculation of an isolated molecule of Cl2HNS in a non-equilibrium geometry, from the OMol25 dataset.

Computed properties:
HOMO (eV): -10.418
Energy relative to the best compared isomer or geometry (same formula, charge and spin) (kcal/mol): 6.4
Gap between HOMO and LUMO (eV): 8.653
Total energy (Ha): -1373.8691

CARTESIAN COORDINATES (ANGSTROEM)
N -1.108 0.332 0.578
S 0.220 -0.353 0.514
Cl 1.896 1.215 0.321
Cl 0.757 -1.642 -1.220
H -1.765 0.448 -0.194

Forces on the atoms, in the same order (eV/Å):
N 0.5 -1.1 -1.1
S 0.9 0.4 0.2
Cl -1.0 -0.9 -0.2
Cl -0.7 1.2 1.0
H 0.3 0.3 0.2

---

The following is a quantum chemistry calculation of a structure of composition Cl2Hg5O32S6 in a non-equilibrium geometry, from the OMol25 dataset.

Computed properties:
Charge: -4
HOMO (eV): 0.910
Gap between HOMO and LUMO (eV): 2.455
Total energy (Ha): -6483.4483

CARTESIAN COORDINATES (ANGSTROEM)
Hg 0.233 4.507 -0.242
Hg -2.128 -1.010 -1.527
Hg 1.620 -0.564 -2.201
Hg 3.668 0.076 1.089
Hg -1.325 1.014 3.214
S -3.424 -0.285 1.845
O -3.033 -0.663 0.495
O -4.822 -0.671 2.084
O -2.613 -0.952 2.893
O -3.148 1.159 1.995
S -0.521 4.123 3.087
O -0.903 5.464 3.584
O 0.419 4.265 1.914
O 0.166 3.338 4.109
O -1.776 3.329 2.787
S -0.036 -2.400 -3.979
O 1.285 -1.781 -4.220
O -0.132 -3.695 -3.360
O -0.488 -1.391 -2.944
O -0.801 -2.314 -5.214
S 1.236 -0.629 3.791
O 0.897 0.750 4.337
O -0.109 -1.102 3.564
O 2.088 -0.529 2.627
O 1.901 -1.299 4.931
S 0.343 1.043 0.013
O 1.701 0.461 0.139
O 0.264 2.397 -0.512
O -0.190 -0.029 -0.926
O -0.418 0.940 1.213
S 4.564 -0.757 -2.190
O 5.523 -1.767 -1.751
O 5.042 0.496 -2.722
O 3.569 -1.137 -3.217
O 3.657 -0.492 -1.014
Cl -2.927 1.600 -2.918
O -2.440 1.793 -1.558
O -3.785 0.437 -2.933
O -3.790 2.716 -3.244
O -1.761 1.281 -3.718
Cl 0.511 -3.525 0.173
O 0.313 -4.798 -0.585
O 0.569 -3.829 1.566
O 1.643 -2.872 -0.437
O -0.641 -2.701 -0.034

Forces on the atoms, in the same order (eV/Å):
Hg -0.6 -0.5 1.4
Hg 0.3 -0.5 0.7
Hg -0.9 -1.6 -0.9
Hg -1.8 -1.3 0.0
Hg 1.0 -0.2 1.6
S -2.1 -2.0 1.8
O 0.7 -0.9 -2.5
O 0.0 0.8 -0.5
O 0.4 0.1 -0.2
O -0.8 1.5 0.0
S -4.4 -0.1 4.0
O 0.6 -0.5 -1.1
O 1.5 0.2 -1.7
O 1.2 0.6 -0.6
O 1.6 1.3 -0.9
S -0.7 -0.7 -1.6
O 1.4 -0.6 -0.1
O 0.7 -0.5 -0.1
O -2.4 1.5 1.6
O -0.6 0.1 -0.3
S -1.7 1.4 7.1
O 0.3 1.2 -1.1
O -0.3 -2.0 -1.7
O 2.6 0.0 -3.4
O 0.5 -0.4 -1.4
S -1.5 -4.7 1.0
O 0.7 2.4 0.2
O 0.9 0.9 -1.8
O 0.7 2.6 -0.3
O 0.5 0.6 -0.2
S 1.5 -0.4 -2.3
O -0.1 0.7 -0.6
O 2.1 1.3 1.0
O -0.4 -1.6 0.3
O -0.6 0.8 3.1
Cl 0.6 -0.2 2.0
O -0.3 0.3 -0.4
O -0.5 -1.3 0.0
O 1.1 0.3 -1.1
O -1.0 1.4 -0.7
Cl -2.1 -3.2 -2.6
O 0.5 1.4 1.4
O 1.4 0.3 0.4
O 1.2 0.7 0.9
O -0.9 0.9 -0.1